C4H9NO2 | ωB97M-V/def2-TZVPD

Geometry as ORCA input:
```
! wB97M-V def2-TZVPD RIJCOSX def2/J DEFGRID3
* xyz 0 1
O -0.4180 -1.8389 1.8516
C -1.0771 -0.9578 0.9734
C -0.2255 0.2671 0.6983
C -0.4997 1.0616 -0.5867
C 1.0645 0.7009 -0.9471
O 1.3164 0.1368 -2.1771
N 1.0931 -0.1581 0.2115
H 0.4259 -2.0470 1.4218
H -2.0130 -0.6696 1.4547
H -1.3206 -1.4488 0.0158
H -0.1584 0.8765 1.6020
H -0.7289 2.1244 -0.4761
H -1.3418 0.6318 -1.1709
H 1.8749 1.4377 -0.8616
H 0.6516 -0.5570 -2.2390
H 1.8750 0.0368 0.8241
*
```

Results
molecular weight = 103.121 g mol⁻¹
E_tot = -9877.73518 eV
Kohn-Sham gap = 10.552 eV
LUMO level = 0.92 eV
SMILES = OC[C@@H]1C[C@H](O)N1